This record from the OMol25 dataset describes a molecular structure, C27H16Cl5N4ORuS2 in a non-equilibrium geometry. The level of theory is ωB97M-V/def2-TZVPD.

```
56
Properties=species:S:1:pos:R:3:lowdin_charge:R:1
Ru 0.41363 -0.49791 -0.47101 0.76
Cl 3.04203 -2.02266 0.79879 0.65
C 2.53954 -0.64187 1.72219 -0.71
C 1.48340 0.12008 1.20757 -0.33
C 1.07593 1.18359 2.03556 -0.70
Cl -0.23579 2.19668 1.53000 0.62
C 1.68785 1.47953 3.25062 -0.72
Cl 1.12348 2.78525 4.23645 0.62
C 2.76392 0.71454 3.68929 -0.73
Cl 3.55650 1.08838 5.17949 0.61
C 3.19256 -0.35792 2.91470 -0.72
Cl 4.52250 -1.32278 3.45041 0.62
S -1.03431 1.27342 -1.60667 0.52
C -1.13240 0.55190 -3.17919 -0.72
C -1.30289 1.37252 -4.29446 -0.08
C -1.57285 0.85986 -5.56110 -0.21
C -1.74082 1.73606 -6.66438 -0.21
N -1.86766 2.45668 -7.55516 0.13
C -1.69324 -0.54017 -5.72007 -0.22
C -1.44206 -1.36634 -4.62579 -0.09
C -1.13764 -0.85695 -3.36553 -0.69
S -0.85918 -1.94776 -2.04513 0.58
C -2.12088 -1.10004 -6.95156 -0.21
N -2.50650 -1.56277 -7.93522 0.12
H -1.23930 2.44402 -4.15786 0.10
H -1.49054 -2.43993 -4.75558 0.10
C 2.61927 -2.25325 -3.52102 -0.08
C 3.43632 -1.02391 -3.24368 -0.24
C 4.61500 -0.79161 -3.92445 -0.11
C 5.40710 0.32684 -3.67726 -0.16
C 4.99929 1.22001 -2.69019 -0.11
C 3.82839 1.04127 -1.98196 -0.23
C 3.42641 1.99589 -0.89278 -0.06
C 2.96752 -0.07959 -2.26180 -0.33
N 1.81311 -0.21999 -1.64829 -0.11
H 3.25534 -3.07919 -3.85144 0.06
H 1.87488 -2.06234 -4.29972 0.07
H 2.07709 -2.55895 -2.62715 0.03
H 4.92918 -1.50790 -4.67977 0.09
H 6.32367 0.49358 -4.23243 0.07
H 5.61406 2.08968 -2.47023 0.09
H 3.97310 2.93788 -0.98016 0.06
H 3.63651 1.57042 0.09425 0.07
H 2.35167 2.18947 -0.93271 0.06
O -0.96553 -1.03366 1.09732 -0.28
N -2.20496 -1.31346 0.83553 -0.22
C -3.13968 -0.35956 0.99155 -0.02
C -4.45850 -0.61534 0.71279 -0.05
C -4.84311 -1.86930 0.24932 -0.07
C -3.85306 -2.82713 0.08192 -0.06
C -2.54472 -2.53340 0.37919 -0.10
H -2.75609 0.59497 1.31941 0.11
H -5.18677 0.17218 0.84570 0.10
H -5.87392 -2.08015 0.00398 0.10
H -4.09131 -3.81086 -0.29720 0.11
H -1.72125 -3.21940 0.26650 0.11
```

Computed properties:
spin multiplicity = 2
molecular weight = 754.9 g/mol
HOMO energy (spin up / spin down) = -0.56 / -0.29 eV
energy relative to the best compared isomer or geometry (same formula, charge and spin) = 156.2 kJ/mol
lowest unoccupied orbital energy (spin up / spin down) = 4.001 / 3.997 eV
E_tot = -4524.9660 Eh
⟨S²⟩ = 1.1932
HOMO-LUMO gap (spin up / spin down) = 4.56 / 4.29 eV
charge = -2